Entry from OMol25: a single C22H27FN4O2 molecule (the ωB97M-V functional and the def2-TZVPD basis).

**LUMO**: 0.7 eV
**SMILES**: Cc1ccc(CN2CCN(Cc3cnn(-c4ccc(F)cc4)c3)C[C@@H]2CCO)o1
**E_HOMO**: -8.3 eV
**Net charge**: 0
**Orbital gap**: 9.016 eV

Positions of all 56 atoms, in Å:
C  6.90  -0.67  -1.10
C  5.58  -0.42  -1.74
C  5.14  0.58  -2.54
C  3.78  0.29  -2.84
C  3.50  -0.89  -2.20
C  2.26  -1.70  -2.09
N  1.83  -1.73  -0.69
C  1.31  -0.45  -0.22
C  -0.15  -0.21  -0.59
N  -0.96  -1.31  -0.10
C  -2.38  -1.08  -0.28
C  -2.84  0.07  0.55
C  -2.60  0.27  1.93
N  -3.16  1.38  2.35
N  -3.76  1.93  1.28
C  -4.46  3.13  1.41
C  -5.09  3.73  0.33
C  -5.77  4.93  0.50
C  -5.81  5.51  1.75
F  -6.47  6.67  1.91
C  -5.18  4.93  2.84
C  -4.51  3.74  2.67
C  -3.58  1.16  0.18
C  -0.52  -2.55  -0.70
C  0.95  -2.83  -0.34
C  1.08  -3.16  1.16
C  2.52  -3.52  1.54
O  3.41  -2.44  1.49
O  4.60  -1.32  -1.53
H  6.77  -0.86  -0.03
H  7.55  0.19  -1.23
H  7.38  -1.55  -1.54
H  5.70  1.43  -2.88
H  3.12  0.86  -3.45
H  1.50  -1.28  -2.77
H  2.47  -2.73  -2.39
H  1.94  0.35  -0.63
H  1.40  -0.43  0.87
H  -0.49  0.72  -0.13
H  -0.26  -0.11  -1.69
H  -2.90  -1.99  0.03
H  -2.63  -0.89  -1.34
H  -2.05  -0.35  2.60
H  -5.06  3.28  -0.65
H  -6.27  5.41  -0.33
H  -5.23  5.41  3.80
H  -4.01  3.25  3.49
H  -3.99  1.42  -0.78
H  -1.15  -3.36  -0.34
H  -0.62  -2.51  -1.81
H  1.28  -3.71  -0.90
H  0.74  -2.31  1.75
H  0.44  -4.01  1.38
H  2.54  -3.88  2.57
H  2.87  -4.34  0.89
H  3.33  -2.05  0.60

Entry from OMol25: a single C22H27FN4O3 molecule (the ωB97M-V functional and the def2-TZVPD basis).

**LUMO**: 0.4 eV
**SMILES**: CCOc1ccc(NC(=O)CN2CCN(CC(=O)Nc3cccc(F)c3)CC2)cc1
**E_HOMO**: -8.0 eV
**Net charge**: 0
**Orbital gap**: 8.388 eV

Positions of all 57 atoms, in Å:
C  -5.38  -2.75  0.32
C  -5.11  -1.25  0.28
O  -4.16  -0.89  -0.69
C  -2.84  -1.15  -0.48
C  -2.29  -1.62  0.70
C  -0.93  -1.86  0.78
C  -0.09  -1.64  -0.31
N  1.27  -1.94  -0.17
C  2.27  -1.86  -1.10
O  2.11  -1.53  -2.25
C  3.65  -2.23  -0.53
N  4.42  -1.15  0.05
C  4.82  -0.08  -0.85
C  3.79  1.05  -0.98
N  3.50  1.57  0.35
C  2.73  2.80  0.32
C  1.34  2.66  -0.32
O  1.15  2.85  -1.50
N  0.37  2.28  0.57
C  -1.00  2.15  0.36
C  -1.80  1.86  1.47
C  -3.17  1.78  1.34
C  -3.78  1.98  0.11
C  -2.97  2.25  -0.98
F  -3.54  2.44  -2.18
C  -1.59  2.33  -0.88
C  2.95  0.53  1.19
C  3.98  -0.60  1.31
C  -0.64  -1.14  -1.49
C  -2.00  -0.90  -1.57
H  -5.71  -3.09  -0.67
H  -4.49  -3.30  0.58
H  -6.16  -2.97  1.04
H  -6.02  -0.72  -0.02
H  -4.82  -0.89  1.28
H  -2.89  -1.81  1.57
H  -0.51  -2.23  1.70
H  1.52  -2.29  0.74
H  4.23  -2.63  -1.36
H  3.55  -3.01  0.23
H  5.02  -0.51  -1.84
H  5.75  0.34  -0.45
H  4.22  1.85  -1.58
H  2.89  0.68  -1.49
H  3.29  3.53  -0.27
H  2.64  3.17  1.35
H  0.66  2.15  1.53
H  -1.34  1.70  2.43
H  -3.78  1.57  2.21
H  -4.85  1.94  -0.01
H  -1.00  2.54  -1.75
H  2.77  0.95  2.19
H  1.99  0.15  0.79
H  3.58  -1.40  1.94
H  4.87  -0.19  1.80
H  -0.01  -0.95  -2.34
H  -2.44  -0.52  -2.47

Entry from OMol25: a molecular structure, C22H27N2OPReS4Sb (the ωB97M-V functional and the def2-TZVPD basis).

**LUMO (spin up / spin down)**: -3.5 / -3.7 eV
**E_HOMO (spin up / spin down)**: -9.8 / -10.1 eV
**Net charge**: +1
**2S+1**: 2
**Orbital gap (spin up / spin down)**: 6.307 / 6.371 eV

Positions of all 59 atoms, in Å:
Re  -1.62  1.09  -1.61
S  0.29  3.72  3.06
Sb  -3.32  3.82  -0.10
S  -2.63  1.43  0.45
S  -1.92  3.07  -2.33
S  -2.03  5.26  0.95
O  0.24  0.58  -1.23
P  1.27  0.64  -0.05
C  1.03  -0.74  1.06
C  1.77  -0.79  2.24
C  1.66  -1.90  3.06
C  0.82  -2.95  2.72
C  0.08  -2.89  1.54
C  0.19  -1.79  0.71
C  1.23  2.14  0.91
C  0.64  2.08  2.27
C  1.53  2.38  3.41
C  1.13  4.86  2.03
C  1.86  4.53  0.96
C  1.87  3.21  0.39
C  2.88  0.49  -0.80
C  4.03  0.84  -0.08
C  5.28  0.63  -0.64
C  5.39  0.07  -1.90
C  4.25  -0.29  -2.62
C  3.00  -0.08  -2.07
H  2.43  0.03  2.51
H  2.24  -1.94  3.98
H  0.74  -3.81  3.36
H  -0.57  -3.71  1.28
H  -0.38  -1.74  -0.21
H  -0.24  1.43  2.35
H  1.08  1.96  4.32
H  0.97  5.89  2.32
H  2.35  5.32  0.41
H  2.37  3.11  -0.56
H  3.94  1.29  0.90
H  6.16  0.91  -0.08
H  6.37  -0.09  -2.34
H  4.34  -0.72  -3.60
H  2.11  -0.35  -2.62
C  -2.43  -3.46  -1.42
C  -3.35  -2.25  -1.24
C  -4.67  -2.49  -1.98
C  -3.58  -1.97  0.23
N  -2.60  -1.11  -1.89
N  -3.38  0.10  -2.05
H  -2.86  -4.33  -0.94
H  -1.45  -3.27  -0.98
H  -2.29  -3.70  -2.48
H  -5.14  -3.39  -1.59
H  -4.50  -2.64  -3.05
H  -5.37  -1.67  -1.83
H  -4.11  -2.82  0.67
H  -4.19  -1.08  0.41
H  -2.64  -1.83  0.77
H  -2.34  -1.41  -2.82
H  -4.02  0.19  -1.26
H  -3.89  0.17  -2.92

Entry from OMol25: a single C22H27N3O4S molecule (the ωB97M-V functional and the def2-TZVPD basis).

**LUMO**: 0.5 eV
**SMILES**: CC(=O)N1c2ccc(S(=O)(=O)N(C)CC(=O)NCc3ccc(C)cc3)cc2C[C@H]1C
**E_HOMO**: -8.8 eV
**Net charge**: 0
**Orbital gap**: 9.251 eV

Positions of all 57 atoms, in Å:
C  7.71  0.18  0.87
C  6.42  -0.59  0.66
O  6.34  -1.77  0.89
N  5.37  0.13  0.16
C  4.15  -0.42  -0.24
C  3.66  -1.70  -0.02
C  2.41  -2.01  -0.54
C  1.69  -1.07  -1.25
S  0.04  -1.46  -1.82
O  -0.09  -2.88  -1.98
O  -0.30  -0.61  -2.92
N  -0.97  -1.03  -0.55
C  -1.09  0.38  -0.31
C  -0.85  -1.86  0.63
C  -2.20  -1.99  1.33
O  -2.33  -1.92  2.54
N  -3.21  -2.21  0.47
C  -4.60  -2.21  0.87
C  -5.26  -0.90  0.50
C  -4.90  0.26  1.17
C  -5.45  1.48  0.81
C  -6.38  1.56  -0.22
C  -7.00  2.88  -0.58
C  -6.74  0.40  -0.88
C  -6.18  -0.82  -0.53
C  2.18  0.21  -1.49
C  3.42  0.52  -0.98
C  4.22  1.78  -1.10
C  5.34  1.58  -0.06
C  4.98  2.30  1.25
H  8.08  0.55  -0.09
H  7.58  1.02  1.54
H  8.44  -0.50  1.29
H  4.23  -2.42  0.53
H  1.99  -2.99  -0.41
H  -1.13  0.87  -1.28
H  -2.02  0.58  0.23
H  -0.25  0.78  0.27
H  -0.11  -1.47  1.34
H  -0.54  -2.85  0.29
H  -2.99  -2.16  -0.51
H  -5.11  -3.05  0.39
H  -4.62  -2.34  1.95
H  -4.18  0.21  1.97
H  -5.16  2.37  1.34
H  -7.48  2.84  -1.55
H  -6.25  3.67  -0.59
H  -7.76  3.15  0.16
H  -7.46  0.44  -1.68
H  -6.47  -1.71  -1.07
H  1.60  0.91  -2.07
H  3.64  2.68  -0.90
H  4.63  1.87  -2.11
H  6.30  1.93  -0.43
H  5.69  2.06  2.03
H  4.98  3.37  1.09
H  3.99  1.98  1.58

Calculated maximum force (hartree/bohr), listed in the same order as above: 0.021 0.012 0.010 0.022
Calculated ΔE to the lowest compared entry with this formula, charge and spin (kcal per mole), listed in the same order as above: 72.7 5.4 0.0 13.7